Entry 1:
{"formula": "CHO2PS", "method": "wB97M-V/def2-TZVPD", "e_lumo_ev": -0.642, "de_lowest_kcal_mol": 25.2, "spin_multiplicity": 1, "symbols": ["S", "P", "O", "O", "C", "H"], "positions_angstrom": [[1.8372, -1.5949, 0.1890], [1.9020, 0.2697, -0.3731], [0.5005, 0.9017, -0.3123], [-1.9079, 0.9789, 0.6187], [-1.2027, 0.2299, 0.1162], [-1.1291, -0.7853, -0.2386]], "atomic_forces_ev_per_a": [[0.08, 0.48, -0.18], [0.62, -1.40, 0.28], [-3.37, 0.27, 0.45], [0.52, -0.52, -0.43], [2.06, 1.43, 0.00], [0.08, -0.27, -0.12]], "nbo_charge": [-0.604, 1.045, -1.030, -0.373, 0.734, 0.228]}

---

Entry 2:
{"formula": "CH3FO2", "method": "wB97M-V/def2-TZVPD", "e_lumo_ev": [-0.799, -0.798], "de_lowest_kcal_mol": 122.9, "spin_multiplicity": 1, "symbols": ["F", "O", "O", "C", "H", "H", "H"], "positions_angstrom": [[-0.4503, -0.5372, 1.7105], [-0.5862, 1.3995, 0.1771], [-0.5956, 0.4650, -0.7543], [0.4052, -0.2924, -0.8207], [1.3839, -0.4194, -0.1884], [-0.4740, 0.4310, 1.5875], [0.3171, -1.0465, -1.7118]], "atomic_forces_ev_per_a": [[0.12, 0.86, 0.52], [-0.24, 1.58, 1.35], [1.84, -1.35, -0.63], [0.77, -2.54, -1.81], [-2.40, 1.19, -0.72], [-0.10, -1.24, -0.49], [0.01, 1.51, 1.79]], "nbo_charge": [-0.612, -0.487, -0.063, 0.189, 0.223, 0.568, 0.181]}

---

Entry 3:
{"formula": "C8H17P2Tc", "method": "wB97M-V/def2-TZVPD", "s_squared": 3.770, "e_lumo_ev": [-3.040, -4.654], "de_lowest_kcal_mol": 0.0, "spin_multiplicity": 4, "charge": 1, "symbols": ["Tc", "P", "P", "C", "C", "C", "C", "C", "C", "C", "C", "H", "H", "H", "H", "H", "H", "H", "H", "H", "H", "H", "H", "H", "H", "H", "H", "H"], "positions_angstrom": [[-0.6553, 0.3517, -0.7939], [-0.4319, 2.5864, -0.6574], [0.0204, -0.1885, 1.2997], [-0.5641, -1.7389, -2.5403], [-0.1222, 1.1778, 2.5183], [0.4017, -1.5215, -1.4482], [-0.6709, -0.5255, -3.2320], [-1.2731, -1.3998, 1.9270], [0.2867, 0.4277, -2.7266], [1.6659, -0.9178, 1.6438], [1.1094, -0.3159, -1.6915], [-1.0628, -2.6864, -2.7780], [1.7944, -1.7137, 0.9212], [2.1146, 0.0030, -1.3379], [0.6627, 1.9043, 2.3612], [-2.3018, -1.0277, 1.8914], [-1.3438, -0.3628, -4.0834], [2.5043, -0.2126, 1.5016], [-1.2839, -2.3424, 1.3615], [-1.4451, 3.2335, 0.1422], [-0.6050, 3.3408, -1.8623], [-1.0561, -1.6682, 2.9709], [1.7646, -1.3060, 2.6538], [-0.0737, 0.8654, 3.5459], [0.4808, -2.3337, -0.7233], [0.3646, 1.4679, -3.0651], [0.7832, 3.2343, -0.1069], [-1.0636, 1.6684, 2.3085]], "atomic_forces_ev_per_a": [[-2.06, -1.78, -1.07], [0.24, 2.76, 0.85], [-0.80, -0.15, 2.56], [0.26, 1.12, 1.12], [0.05, -0.25, -0.62], [-0.77, -1.61, -1.20], [-0.15, 0.07, -0.06], [0.67, -0.42, 0.36], [1.28, -1.02, 0.13], [0.10, 0.27, -0.45], [1.01, 1.48, -1.70], [-0.02, 0.66, 0.40], [0.25, -0.34, 0.04], [-1.12, -0.30, -0.10], [0.32, 0.18, -0.16], [0.34, 0.39, -0.11], [0.29, 0.09, 0.55], [-0.62, -0.03, -0.09], [0.25, 0.31, -0.03], [0.69, -0.08, -0.36], [0.19, -0.20, 0.51], [-0.02, 0.10, -0.17], [-0.31, -0.10, 0.09], [-0.08, -0.29, 0.44], [0.91, 0.42, -0.26], [0.63, -0.85, -0.28], [-1.22, -0.58, -0.57], [-0.31, 0.13, 0.20]], "mulliken_spin": [2.777, -0.012, -0.161, 0.122, 0.000, 0.069, 0.061, 0.031, 0.078, 0.008, -0.108, 0.009, 0.001, 0.024, 0.007, 0.009, 0.012, 0.000, 0.005, 0.047, 0.007, 0.004, -0.002, 0.004, 0.004, 0.006, 0.001, -0.004]}

---

Entry 4:
{"formula": "C15H13NO4S", "method": "wB97M-V/def2-TZVPD", "e_lumo_ev": -0.875, "de_lowest_kcal_mol": 99.0, "spin_multiplicity": 1, "symbols": ["S", "O", "O", "O", "O", "N", "C", "C", "C", "C", "C", "C", "C", "C", "C", "C", "C", "C", "C", "C", "C", "H", "H", "H", "H", "H", "H", "H", "H", "H", "H", "H", "H", "H"], "positions_angstrom": [[0.7989, 3.0328, 1.1249], [0.0628, 3.8733, 0.2394], [2.0964, -1.4966, -0.7020], [-0.5438, 1.3162, -3.2207], [-0.1164, 0.2506, 2.6868], [1.0139, 0.2524, -1.8115], [-1.0476, -3.8467, -2.8269], [-0.2527, 1.5045, 3.1644], [-0.0524, 0.2880, -2.7437], [-0.0363, -3.2666, -2.0546], [0.2088, 0.2579, 4.8935], [-1.6862, -1.6153, -3.5697], [0.2848, -0.4619, 3.7475], [-1.9746, -2.9710, -3.5392], [-0.4742, 2.6998, 2.3592], [1.4729, 1.4273, -1.1790], [-0.5511, -1.0960, -2.8707], [0.2238, -1.9231, -2.0868], [0.8585, 1.4973, 0.2144], [-0.0428, 1.5381, 4.5844], [1.1293, -1.0745, -1.3684], [-1.3423, -4.9736, -2.8099], [-2.7594, -3.2762, -4.2385], [-2.2524, -0.9889, -4.2652], [1.3925, 0.7594, 0.7927], [0.6487, -3.8290, -1.3469], [0.7665, -1.3360, 3.5533], [-0.1472, 1.2984, 0.0947], [2.5700, 1.4588, -0.9812], [-1.3608, 2.4718, 1.7467], [0.7675, 0.0056, 5.8542], [-0.8752, 3.4794, 2.9674], [0.0464, 2.3738, 5.3080], [1.1737, 2.3704, -1.7168]], "atomic_forces_ev_per_a": [[2.22, -0.29, 1.72], [-1.56, 2.99, -2.79], [-2.39, 1.25, -0.57], [1.31, -2.13, 0.81], [0.40, 1.27, 0.17], [-1.60, -1.20, -1.22], [-2.41, -0.40, -0.23], [0.26, 1.85, 4.07], [-1.53, 2.68, -0.28], [1.21, -2.18, 1.28], [3.25, -3.29, 2.60], [1.16, 0.93, -0.26], [-1.00, 0.51, 1.28], [2.22, -0.31, 0.28], [-1.70, -2.95, -1.49], [1.45, 2.98, 1.28], [-1.69, -0.97, -1.05], [-2.42, 0.78, -1.21], [1.19, -0.64, 0.82], [-1.11, 2.78, -3.24], [5.45, -0.71, 1.42], [1.07, 2.18, 0.10], [0.22, -0.50, 0.71], [0.13, 0.07, 0.56], [-0.30, -0.42, 0.50], [-1.10, 0.20, -1.13], [0.66, -2.54, -0.55], [-2.32, -0.94, -0.03], [-0.60, -0.32, -0.89], [0.17, 0.21, -0.51], [-1.35, -0.23, -1.35], [0.87, 1.10, 0.35], [-0.42, -0.45, -1.10], [0.25, -1.31, -0.04]], "nbo_charge": [1.329, -1.011, -0.553, -0.534, -0.389, -0.462, -0.185, 0.257, 0.670, -0.179, -0.309, -0.161, 0.083, -0.197, -0.682, -0.229, -0.104, -0.140, -0.640, -0.304, 0.672, 0.237, 0.230, 0.233, 0.239, 0.245, 0.196, 0.216, 0.220, 0.242, 0.229, 0.274, 0.238, 0.269]}

---

Entry 5:
{"formula": "C4H13NO3", "method": "wB97M-V/def2-TZVPD", "e_lumo_ev": 0.580, "de_lowest_kcal_mol": 75.9, "spin_multiplicity": 1, "smiles": "C[C@@H](O)[C@@H](N)CO.O", "symbols": ["O", "O", "O", "N", "C", "C", "C", "C", "H", "H", "H", "H", "H", "H", "H", "H", "H", "H", "H", "H", "H"], "positions_angstrom": [[3.8972, -1.2102, -0.3481], [1.4068, 0.8921, 1.0803], [-1.9924, -1.1771, 0.0428], [-1.9241, 1.6771, 0.2937], [0.0422, 0.4845, 1.2852], [-1.1293, -0.3523, -0.7814], [-0.7178, 0.8664, 0.0154], [0.0007, -1.3330, -1.3674], [-0.5229, 1.0231, 2.1342], [-2.7995, 1.4033, 0.0195], [3.5834, -0.3695, -0.7998], [-0.1310, -2.4812, -0.9681], [0.0923, -0.5511, 1.5443], [-1.9402, -1.0331, 0.9454], [0.8594, -1.0457, -1.0134], [-0.0109, 1.5681, -0.6212], [-1.8897, -0.1268, -1.5732], [3.4470, -1.1532, 0.5738], [1.5096, 1.6745, 1.5867], [-1.7529, 2.6405, 0.3527], [-0.0278, -1.3965, -2.4013]], "atomic_forces_ev_per_a": [[-1.71, 1.63, 1.53], [-0.28, -0.99, 0.28], [-0.56, -0.68, -2.50], [2.92, -0.74, 1.26], [-0.27, 1.85, 0.57], [-1.07, -2.45, -0.82], [-0.28, 1.62, -1.87], [-5.56, -2.82, 1.89], [1.31, -0.65, -1.01], [-2.09, -0.86, -0.96], [0.53, -1.53, 0.92], [-0.09, 2.99, -0.84], [-0.28, -0.85, -0.16], [0.46, 0.70, 2.64], [5.15, 1.60, 1.59], [-1.06, -1.67, 1.16], [1.25, 0.46, 0.19], [1.11, -0.04, -2.43], [0.52, 1.15, 0.59], [-0.07, 1.13, -0.08], [0.06, 0.15, -1.98]], "nbo_charge": [-0.949, -0.734, -0.744, -0.874, -0.108, 0.094, -0.102, -0.605, 0.190, 0.380, 0.473, 0.218, 0.183, 0.461, 0.195, 0.208, 0.187, 0.477, 0.471, 0.368, 0.211]}

---

Entry 6:
{"formula": "C15H30BBrO5S", "method": "wB97M-V/def2-TZVPD", "e_lumo_ev": 0.212, "spin_multiplicity": 1, "smiles": "CCB(O)[C@@H]1OS(=O)(=O)[C@H]([C@H](Br)CC)C[C@@H]1CCCCCOC", "symbols": ["Br", "S", "O", "O", "O", "O", "O", "C", "C", "C", "C", "C", "C", "C", "C", "C", "C", "C", "C", "C", "C", "C", "B", "H", "H", "H", "H", "H", "H", "H", "H", "H", "H", "H", "H", "H", "H", "H", "H", "H", "H", "H", "H", "H", "H", "H", "H", "H", "H", "H", "H", "H", "H"], "positions_angstrom": [[-4.6097, -1.7630, -2.2031], [-1.2149, -1.2018, -1.5887], [-0.8554, -0.2639, -2.5958], [1.9931, -0.9554, 1.8467], [0.0026, -1.2147, -0.5518], [4.7598, 0.9497, -1.0194], [-1.5032, -2.5088, -2.0480], [3.3240, 2.3848, 0.2790], [-3.9134, 0.7238, -3.9186], [-1.0555, 0.1339, 1.2600], [2.1640, 2.2324, 1.2725], [-0.1554, 1.2813, 1.7161], [-0.3036, -2.9882, 3.6624], [-1.9842, 0.6671, 0.1643], [-0.3856, -1.1835, 0.8513], [3.4167, 1.2767, -0.7491], [-3.7920, -0.1465, -1.4510], [0.7248, -3.0380, 2.5201], [-3.5775, 0.9976, -2.4637], [0.8525, 1.7688, 0.6579], [-2.5682, -0.4943, -0.6264], [4.8274, -0.1740, -1.8738], [0.8460, -1.6689, 1.7506], [2.4868, 1.6023, 2.0910], [-0.1766, -3.8263, 4.3342], [-2.5664, 1.3715, -2.4171], [-0.2470, -2.0801, 4.2559], [1.9803, 3.2177, 1.6933], [-2.8721, -1.2498, 0.0918], [4.2473, 0.0157, -2.7756], [-1.3119, -3.0683, 3.2697], [2.8574, 1.5520, -1.6487], [0.4465, 2.6194, 0.1200], [4.3776, -1.0477, -1.4000], [5.8603, -0.3848, -2.1098], [-4.5275, 0.1811, -0.7345], [-1.6892, -0.1229, 2.1096], [0.3576, 1.0771, 2.6478], [0.4331, -3.8206, 1.8275], [-4.2097, 1.8226, -2.1490], [-3.2123, 0.0284, -4.3626], [1.6894, -3.3250, 2.9372], [-0.8213, 2.1134, 1.9402], [2.9189, 0.3939, -0.3427], [2.4745, -1.2816, 2.6298], [-1.3957, 1.2608, -0.5278], [-2.7548, 1.3014, 0.5845], [3.2974, 3.3659, -0.1818], [0.9851, 0.9860, -0.0798], [-1.1330, -1.9644, 0.9792], [4.2530, 2.3652, 0.8410], [-4.9380, 0.4191, -4.0603], [-3.8022, 1.6628, -4.4545]], "atomic_forces_ev_per_a": [[-0.05, 0.09, 0.10], [0.05, 0.43, -0.70], [0.35, 0.82, -0.31], [-0.02, 0.27, 0.70], [-0.32, 0.31, 0.10], [0.17, 0.09, -0.23], [-0.16, -1.07, 0.58], [0.25, 0.05, 0.26], [0.41, 0.53, -0.06], [0.03, 0.50, 0.31], [0.20, 0.39, -0.43], [-0.02, 0.51, -0.40], [-0.15, -0.12, -0.23], [0.52, -0.43, -0.52], [0.03, -0.09, 0.25], [-0.39, -0.15, 0.42], [0.30, 0.30, -0.49], [-0.05, 0.43, 0.45], [-0.60, 0.03, -0.16], [-0.12, -0.20, 0.32], [0.03, -0.51, 0.50], [-0.43, 0.21, 0.18], [0.01, -0.66, -0.22], [-0.11, -0.40, 0.11], [0.05, -0.21, 0.20], [0.35, -0.11, 0.10], [0.08, 0.16, 0.09], [0.02, 0.15, 0.33], [-0.08, -0.35, -0.04], [0.09, 0.01, -0.35], [-0.25, 0.12, -0.05], [0.17, -0.06, -0.30], [-0.23, 0.11, -0.24], [0.00, -0.19, 0.18], [0.23, 0.08, -0.06], [-0.25, -0.03, 0.27], [-0.09, -0.18, 0.21], [0.16, -0.36, 0.18], [-0.02, -0.22, -0.22], [-0.16, 0.15, 0.19], [-0.07, -0.34, -0.07], [0.21, -0.07, -0.01], [-0.16, 0.13, 0.21], [-0.02, -0.27, 0.04], [0.19, 0.14, -0.73], [0.05, 0.33, -0.06], [-0.25, 0.08, 0.09], [-0.10, 0.16, -0.31], [0.24, -0.17, -0.09], [-0.14, -0.20, -0.04], [0.20, 0.00, 0.14], [-0.23, -0.35, -0.01], [0.07, 0.16, -0.15]], "nbo_charge": [0.009, 2.399, -0.952, -0.859, -0.705, -0.536, -0.915, -0.416, -0.603, -0.216, -0.382, -0.386, -0.594, -0.413, -0.244, -0.069, -0.212, -0.780, -0.438, -0.428, -0.512, -0.245, 1.031, 0.199, 0.217, 0.232, 0.198, 0.199, 0.243, 0.167, 0.205, 0.165, 0.202, 0.162, 0.191, 0.223, 0.212, 0.206, 0.242, 0.204, 0.224, 0.207, 0.202, 0.165, 0.497, 0.231, 0.227, 0.197, 0.217, 0.194, 0.219, 0.211, 0.209]}

---

Calculated total energy, respectively: -928.70161; -290.05981; -1078.18188; -1333.18955; -440.59421; -3962.81162 Eh.